{"formula": "C6H8AlClF7NO2PS", "method": "ωB97M-V/def2-TZVPD", "homo_ha": -0.7713, "e_lumo_ev": -15.49, "total_charge": 3, "energy_ha": -2578.5971, "orbital_gap_ev": 5.50, "symbols": ["C", "C", "C", "Cl", "P", "N", "S", "O", "O", "C", "F", "F", "C", "F", "F", "C", "F", "F", "F", "H", "H", "H", "H", "H", "H", "H", "H", "Al"], "xyz": [[4.737743, -0.926512, 0.192309], [3.562551, -0.332578, -0.613759], [2.290454, -0.171875, 0.318108], [1.486664, -1.713907, 0.528299], [1.161463, 0.916935, -0.519411], [1.755713, 2.405454, -0.661974], [-0.994608, 1.074242, 0.606516], [-0.716942, 0.479640, 1.867015], [-1.320519, 2.444183, 0.458477], [-2.240110, 0.002017, -0.459710], [-1.600320, -1.109831, -0.728472], [-2.426707, 0.700832, -1.532300], [-3.570632, -0.256304, 0.336125], [-3.392696, -1.361905, 1.160772], [-3.845072, 0.787669, 1.103319], [-4.791264, -0.588802, -0.645242], [-4.318723, -1.106484, -1.762289], [-5.561795, -1.463392, -0.024754], [-5.433787, 0.522260, -0.872457], [5.526815, -0.180405, 0.273667], [4.415661, -1.245368, 1.182538], [5.132797, -1.783280, -0.354021], [3.801771, 0.640967, -1.051104], [3.270100, -0.980116, -1.444019], [2.567990, 0.279615, 1.283267], [2.675702, 2.471373, -0.201589], [1.905590, 2.762435, -1.619906], [-4.077840, -2.266864, 3.180593]], "atomic_forces_ev_per_a": [[-0.104, 0.103, -0.375], [-0.252, 0.096, -0.038], [0.412, 0.066, -0.129], [-0.256, -0.127, 0.206], [0.555, -0.071, 0.249], [1.452, -1.133, -0.680], [-2.517, 1.173, 1.383], [0.673, -0.381, -0.676], [0.530, -0.322, -0.445], [0.036, -1.009, -0.467], [0.061, -0.070, 0.123], [-0.041, 0.495, -0.092], [-0.338, -0.093, 0.038], [0.606, 0.782, -0.798], [0.155, -0.087, -0.003], [0.094, 0.035, 0.135], [0.054, -0.151, -0.027], [-0.045, 0.016, 0.038], [-0.077, 0.186, -0.112], [-0.014, -0.081, 0.174], [0.165, -0.076, -0.005], [0.013, 0.030, 0.189], [0.229, -0.027, 0.097], [-0.010, 0.016, 0.048], [0.109, -0.063, 0.021], [-0.050, 0.335, 0.063], [-0.994, 0.894, 0.198], [-0.444, -0.535, 0.885]], "nbo_charge": [-0.614, -0.394, -0.674, 0.108, 1.455, -1.037, 1.868, -0.718, -0.686, 0.571, -0.246, -0.221, 0.548, -0.371, -0.257, 0.952, -0.274, -0.273, -0.247, 0.259, 0.229, 0.270, 0.213, 0.254, 0.327, 0.459, 0.499, 1.000]}

---

{"formula": "C5H9NO2", "method": "ωB97M-V/def2-TZVPD", "de_lowest_ev": 1.460, "homo_ha": -0.3127, "e_lumo_ev": 0.75, "energy_ha": -401.1231, "smiles": "CC(=C=O)[C@](C)(N)O", "orbital_gap_ev": 9.26, "symbols": ["C", "C", "C", "O", "C", "C", "N", "O", "H", "H", "H", "H", "H", "H", "H", "H", "H"], "xyz": [[-0.191549, -1.492668, 1.388711], [0.337085, -0.869530, 0.126220], [1.147210, -1.482219, -0.687511], [1.971117, -2.012718, -1.324770], [-0.242802, 0.446940, -0.416864], [0.856917, 1.503729, -0.564057], [-1.324147, 0.989646, 0.340756], [-0.745394, 0.044109, -1.717296], [0.350966, -2.411610, 1.595325], [-0.064587, -0.813746, 2.234355], [-1.250978, -1.739685, 1.298337], [1.339876, 1.678028, 0.394615], [1.599210, 1.161194, -1.279463], [0.422935, 2.437836, -0.916032], [-2.070985, 0.319613, 0.475116], [-1.033976, 1.414648, 1.210699], [-1.100897, 0.826435, -2.158143]], "atomic_forces_ev_per_a": [[0.219, -0.048, -0.151], [-0.705, 0.548, 0.074], [1.311, -0.830, 0.049], [-0.679, 0.309, 0.074], [0.335, -0.458, -0.873], [-0.398, -0.136, -0.004], [-0.302, 0.184, -0.081], [0.097, 0.480, 0.415], [-0.021, -0.064, 0.159], [-0.004, -0.065, 0.029], [-0.010, -0.012, 0.034], [0.074, 0.029, 0.074], [0.095, -0.053, -0.002], [-0.014, 0.092, -0.052], [0.099, 0.054, 0.152], [-0.069, -0.101, 0.011], [-0.030, 0.073, 0.090]], "nbo_charge": [-0.591, -0.396, 0.743, -0.464, 0.410, -0.633, -0.849, -0.728, 0.226, 0.209, 0.207, 0.213, 0.224, 0.213, 0.374, 0.371, 0.469]}

---

> What is the formula in the second record?

C5H9NO2